1.
Molecular formula: C3H8N2S
Method: DFT, ωB97M-V/def2-TZVPD

The calculation puts the energy relative to the best compared isomer or geometry (same formula, charge and spin) at 51.8 kcal per mole. Its SMILES is CN/N=C\SC. The total energy comes out at -626.740718 hartree. The net charge is 0. The calculation puts the frontier orbital gap at 9.33 eV. For the LUMO energy, the calculation gives 0.84 eV.

Each line ends with the Löwdin charge.
Positions of all 14 atoms, in Å:
H  0.76371  2.66582  -0.15532  0.059
N  -1.29520  0.16369  0.41326  -0.126
H  0.73354  -1.14648  0.87805  -0.002
H  2.46777  -1.49859  0.47465  0.056
S  1.67910  0.44892  -0.67789  0.803
H  -0.48323  -1.08683  -1.00472  -0.001
N  -0.70877  1.42182  0.35022  -0.057
H  2.03530  -0.23223  1.59491  0.031
C  1.68351  -0.72037  0.69687  -0.412
H  -1.58467  0.02836  -1.67764  0.075
H  -2.23141  0.29744  0.76957  0.101
C  -1.37350  -0.60260  -0.84755  -0.110
C  0.45368  1.62207  -0.10840  -0.504
H  -2.13983  -1.36102  -0.70602  0.088


2.
Molecular formula: C3H8N3
Method: DFT, ωB97M-V/def2-TZVPD

The calculation puts the energy relative to the best compared isomer or geometry (same formula, charge and spin) at 149.6 kcal per mole. The total energy comes out at -282.925361 hartree. The net charge is +1. The calculation puts the frontier orbital gap (alpha / beta) at 10.86 / 4.57 eV. For the LUMO energy (alpha / beta), the calculation gives -4.60 / -6.73 eV.

Each line ends with the Löwdin charge.
Positions of all 14 atoms, in Å:
N  0.75747  -0.18021  -0.74876  0.025
H  -1.69488  -2.08550  3.28452  0.129
C  -0.92417  1.39507  -0.24887  -0.046
H  -1.38163  1.60431  -1.30501  0.151
H  1.79177  -0.87394  0.81650  0.119
H  -0.10510  2.11022  -0.13216  0.102
H  0.80189  -2.09414  0.13681  0.099
C  -0.35228  0.06233  -0.19692  -0.004
H  1.09524  0.51777  -1.43246  0.200
N  -1.52272  -1.08998  2.94738  0.008
C  1.46421  -1.30519  -0.17798  -0.019
H  -1.67232  1.55929  0.54216  0.091
H  2.33222  -1.59618  -0.70423  0.089
N  -0.68003  -0.43553  2.54963  0.054


3.
Molecular formula: C3H8N3
Method: DFT, ωB97M-V/def2-TZVPD

The calculation puts the energy relative to the best compared isomer or geometry (same formula, charge and spin) at 170.8 kcal per mole. The total energy comes out at -282.891596 hartree. The net charge is +1. The calculation puts the frontier orbital gap at 8.48 eV. For the LUMO energy, the calculation gives -4.09 eV.

Each line ends with the Löwdin charge.
Positions of all 14 atoms, in Å:
C  2.15606  0.21277  0.28324  -0.083
H  -0.59318  -1.27897  -1.55111  0.196
C  -1.06073  -0.61931  0.47575  0.018
H  -2.36643  -0.91316  -1.09324  0.208
H  3.10151  2.00483  0.26837  0.112
N  -1.30867  -0.72028  -1.01527  0.121
C  0.86966  0.45900  0.47437  -0.105
H  -1.62560  0.11623  1.10354  0.099
N  2.47620  1.50549  0.83908  0.011
N  1.07801  1.77319  1.00405  -0.004
H  -0.88806  -1.66127  0.91981  0.112
H  2.87004  -0.47963  0.00929  0.083
H  0.65051  1.94419  1.89614  0.119
H  -1.15230  0.16349  -1.40108  0.113


4.
Molecular formula: C3H8N3
Method: DFT, ωB97M-V/def2-TZVPD

The calculation puts the energy relative to the best compared isomer or geometry (same formula, charge and spin) at 71.5 kcal per mole. Its SMILES is [H]/N=C/[C@H](N)C=[NH2+]. The total energy comes out at -283.049855 hartree. The net charge is +1. The calculation puts the frontier orbital gap at 9.23 eV. For the LUMO energy, the calculation gives -5.20 eV.

Each line ends with the Löwdin charge.
Positions of all 14 atoms, in Å:
H  0.83680  -2.03963  0.10484  0.102
H  -2.69063  1.10726  -0.58960  0.141
H  2.95071  0.64274  -0.75192  0.113
N  -0.05428  -1.59232  -0.05636  0.087
H  1.33964  1.25027  1.13131  0.124
C  1.29927  0.58900  0.29379  -0.146
C  -0.97906  0.54009  0.29483  -0.037
C  -0.00730  -0.36041  0.62611  -0.366
N  -1.91080  0.45594  -0.70885  0.203
H  -2.11624  -0.58206  -1.06940  0.203
N  2.02794  0.23417  -0.59847  0.185
H  0.15685  -1.30320  -1.01358  0.090
H  -0.99019  1.51687  0.66728  0.137
H  0.13729  -0.45872  1.67000  0.165


5.
Molecular formula: C3H8N3
Method: DFT, ωB97M-V/def2-TZVPD

The calculation puts the energy relative to the best compared isomer or geometry (same formula, charge and spin) at 93.5 kcal per mole. The total energy comes out at -283.014785 hartree. The net charge is +1. The calculation puts the frontier orbital gap at 9.65 eV. For the LUMO energy, the calculation gives -4.44 eV.

Each line ends with the Löwdin charge.
Positions of all 14 atoms, in Å:
H  -0.18880  0.78219  3.17533  0.186
H  -2.03024  2.19072  1.77338  0.167
H  1.51113  -2.10338  -1.79666  0.061
H  -2.35649  1.28253  0.34695  0.088
H  0.96153  -0.10568  2.08252  0.177
C  -0.70791  0.77027  1.19691  -0.235
H  1.69664  -0.37091  -0.46515  0.148
C  0.91510  -1.34291  -2.15292  -0.066
C  0.69857  -0.45096  -1.00695  -0.303
N  0.09623  0.53588  2.16172  0.162
N  -1.79885  1.43968  1.10327  0.208
H  1.57747  -0.95223  -2.98365  0.120
H  0.06205  -1.48022  -2.81763  0.096
N  -0.43644  -0.19498  -0.61711  0.192


6.
Molecular formula: C3H8N3
Method: DFT, ωB97M-V/def2-TZVPD

The calculation puts the energy relative to the best compared isomer or geometry (same formula, charge and spin) at 90.6 kcal per mole. Its SMILES is C1NC[N@@H+]2CN12. The total energy comes out at -283.019399 hartree. The net charge is +1. The calculation puts the frontier orbital gap at 12.39 eV. For the LUMO energy, the calculation gives -3.16 eV.

Each line ends with the Löwdin charge.
Positions of all 14 atoms, in Å:
H  1.02898  -0.11256  1.18177  0.092
N  -0.78499  0.60022  -0.50582  0.026
H  1.22674  1.20901  -1.34358  0.141
H  -1.22764  1.21969  -1.13551  0.170
C  0.52654  -1.32049  -0.33161  -0.110
H  0.57833  -2.11385  0.38868  0.131
H  0.78268  1.92060  0.22713  0.156
C  0.84192  0.95859  -0.34775  -0.056
C  -1.47527  -0.09818  0.54333  -0.036
H  -0.87827  -0.12312  1.48228  0.145
N  -0.86174  -0.82732  -0.51122  0.006
N  1.28853  -0.19959  0.23915  0.004
H  0.87927  -1.80266  -1.29040  0.157
H  -2.61273  -0.12082  0.58217  0.172


7.
Molecular formula: C3H8N3
Method: DFT, ωB97M-V/def2-TZVPD

The calculation puts the energy relative to the best compared isomer or geometry (same formula, charge and spin) at 97.1 kcal per mole. Its SMILES is [NH3+]N1CC=NC1. The total energy comes out at -283.009023 hartree. The net charge is +1. The calculation puts the frontier orbital gap at 10.28 eV. For the LUMO energy, the calculation gives -4.04 eV.

Each line ends with the Löwdin charge.
Positions of all 14 atoms, in Å:
H  0.68830  -1.28798  1.39891  0.102
H  2.84126  -0.29080  1.07398  0.152
H  0.59977  1.22584  -1.85056  0.128
H  -1.61472  -0.30378  1.19699  0.204
C  0.48418  1.08211  -0.76420  -0.171
N  -0.23610  -0.26356  -0.42190  -0.041
C  0.88568  -0.96941  0.41959  -0.092
H  -2.38257  -0.37005  -0.23664  0.149
N  -1.58958  0.07573  0.18592  0.179
H  1.09468  -1.85546  -0.16684  0.128
H  -1.89498  1.11352  0.14722  0.197
H  -0.20125  1.93715  -0.51446  0.125
N  1.82547  0.97027  -0.32303  0.084
C  1.99137  -0.01804  0.40458  -0.145


8.
Molecular formula: C3H8N3
Method: DFT, ωB97M-V/def2-TZVPD

The calculation puts the energy relative to the best compared isomer or geometry (same formula, charge and spin) at 46.2 kcal per mole. Its SMILES is N/C=C\NC=[NH2+]. The total energy comes out at -283.090134 hartree. The net charge is +1. The calculation puts the frontier orbital gap at 9.12 eV. For the LUMO energy, the calculation gives -4.22 eV.

Each line ends with the Löwdin charge.
Positions of all 14 atoms, in Å:
H  -0.67022  2.48781  0.43906  0.115
N  0.88063  1.04819  -0.02817  0.053
C  -1.48274  0.60029  0.30665  -0.158
H  1.96846  -1.19240  -1.25267  0.147
N  -1.32234  -0.77008  -0.09972  -0.001
N  1.61708  -1.21680  -0.30020  0.206
H  1.94317  -2.08850  0.05441  0.129
C  1.10401  -0.22001  0.40748  -0.137
H  1.50896  1.46969  -0.75043  0.186
H  -1.36709  -0.88211  -1.16074  0.134
H  -2.06082  -1.42505  0.23909  0.111
C  -0.47201  1.46047  0.20269  -0.111
H  0.84021  -0.36039  1.49565  0.186
H  -2.48731  1.08890  0.44690  0.139


9.
Molecular formula: C3H8N3
Method: DFT, ωB97M-V/def2-TZVPD

The calculation puts the energy relative to the best compared isomer or geometry (same formula, charge and spin) at 26.6 kcal per mole. Its spin multiplicity is 3. The expectation value of S² is 2.01. The total energy comes out at -282.929589 hartree. The net charge is +1. The calculation puts the frontier orbital gap (alpha / beta) at 6.24 / 8.28 eV. For the LUMO energy (alpha / beta), the calculation gives -2.86 / -6.83 eV.

Each line ends with the Löwdin charge.
Positions of all 14 atoms, in Å:
C  -1.36427  1.76598  -2.40371  -0.193
N  0.73184  -1.49135  1.78256  0.130
H  -0.16758  -1.94893  1.87852  0.100
H  0.58345  -0.60842  0.90150  0.041
N  -1.73690  1.76752  -3.49303  0.253
H  -2.61748  1.38457  -4.01728  0.174
C  -0.89917  1.90935  -1.20531  -0.002
H  1.01376  -1.08262  2.73886  0.153
H  1.37188  -2.26011  1.62201  0.101
N  0.35195  0.49331  0.25267  0.068
H  -0.89866  2.97956  -0.78537  0.191
H  -0.40586  -0.21904  -1.46147  0.149
H  0.37560  1.25509  0.92383  0.104
C  -0.30225  0.72736  -0.84041  -0.267


10.
Molecular formula: C3H8N3O
Method: DFT, ωB97M-V/def2-TZVPD

The calculation puts the energy relative to the best compared isomer or geometry (same formula, charge and spin) at 60.8 kcal per mole. Its SMILES is N/C(=C\O)NC=[NH2+]. The total energy comes out at -358.299503 hartree. The net charge is +1. The calculation puts the frontier orbital gap at 8.53 eV. For the LUMO energy, the calculation gives -3.56 eV.

Each line ends with the Löwdin charge.
Positions of all 15 atoms, in Å:
C  0.75459  0.63856  -0.73863  -0.174
H  -0.97137  -1.33797  -0.86424  0.184
H  -0.42367  -0.19039  1.94727  0.196
C  -0.45860  -1.12504  0.12501  -0.181
O  1.01622  1.25936  -1.88912  0.051
C  -0.27437  1.05870  0.08765  -0.367
H  -1.00327  2.82561  -0.83327  0.137
N  -0.67404  0.00192  0.91905  0.078
H  0.28664  -2.17219  1.74799  0.172
H  1.97200  1.37703  -2.20462  0.177
H  -1.46188  2.54281  0.88543  0.173
H  0.02488  -2.96684  0.09202  0.137
N  -0.96017  2.20154  -0.01397  0.158
H  1.49258  0.09415  -0.19807  0.133
N  0.25449  -2.13493  0.66873  0.124